No. 1
The following is a quantum chemistry calculation of a single CH4NOP molecule at a distorted geometry, from the OMol25 dataset.

Positions of all 8 atoms, in Å:
C: -1.347 -0.293 0.168
N: 0.786 0.460 -0.202
O: -0.043 -0.180 0.692
P: 2.648 0.166 0.273
H: -1.742 0.570 -0.216
H: -1.981 -0.543 1.031
H: -1.524 -0.853 -0.767
H: 3.201 0.673 -0.979

Results
- Relative energy (zero: lowest compared OMol25 entry of this formula, charge and spin): 181.2 kJ/mol
- HOMO energy (alpha / beta): -7.992 / -9.219 eV
- Frontier orbital gap (alpha / beta): 8.96 / 7.38 eV
- 2S+1: 3
- LUMO level (alpha / beta): 0.968 / -1.842 eV
- Charge: 0


No. 2
The following is a quantum chemistry calculation of a 2-piece molecular cluster, C2H4INO2S overall at a distorted geometry, from the OMol25 dataset.

Positions of all 11 atoms, in Å:
H: -1.319 -0.186 0.368
N: -0.575 0.464 0.438
C: 0.298 0.434 -0.408
S: 1.506 1.646 -0.590
C: 0.436 -0.694 -1.478
O: 1.444 -0.796 -2.144
O: -0.502 -1.590 -1.551
H: 2.195 0.760 -1.325
H: -0.311 -2.348 -2.194
I: -2.336 1.364 4.175
H: -0.836 0.945 4.709

Results
- Relative energy (zero: lowest compared OMol25 entry of this formula, charge and spin): 53.7 kJ/mol
- HOMO energy: -9.628 eV
- Frontier orbital gap: 9.91 eV
- 2S+1: 1
- LUMO level: 0.278 eV
- Charge: 0


Number 2 is which compound?
C2H4INO2S


What did the first record say?
The following is a quantum chemistry calculation of a single CH4NOP molecule at a distorted geometry, from the OMol25 dataset.

Positions of all 8 atoms, in Å:
C: -1.347 -0.293 0.168
N: 0.786 0.460 -0.202
O: -0.043 -0.180 0.692
P: 2.648 0.166 0.273
H: -1.742 0.570 -0.216
H: -1.981 -0.543 1.031
H: -1.524 -0.853 -0.767
H: 3.201 0.673 -0.979

Results
- Relative energy (zero: lowest compared OMol25 entry of this formula, charge and spin): 181.2 kJ/mol
- HOMO energy (alpha / beta): -7.992 / -9.219 eV
- Frontier orbital gap (alpha / beta): 8.96 / 7.38 eV
- 2S+1: 3
- LUMO level (alpha / beta): 0.968 / -1.842 eV
- Charge: 0